[1]
Entry from OMol25: a gas-phase ion, C5H14IN2 (charge +1) in a non-equilibrium geometry (the ωB97M-V functional and the def2-TZVPD basis).

The geometry in XYZ format:
```
22
Properties=species:S:1:pos:R:3:lowdin_charge:R:1
C 0.31 -1.21 1.72 -0.042
C -0.51 -1.28 -0.63 -0.054
C 1.41 0.94 0.00 0.007
C -0.54 -0.46 0.64 -0.371
C -0.82 1.65 -0.52 -0.811
N -0.67 1.39 -1.91 0.040
N 0.01 0.92 0.44 -0.200
I -0.81 3.83 0.06 0.830
H -0.11 -2.16 1.74 0.067
H 1.33 -1.18 1.44 0.052
H 0.37 -0.67 2.74 0.128
H -1.50 -1.91 -0.72 0.143
H 0.31 -2.17 -0.62 0.147
H -0.33 -0.71 -1.47 0.007
H 1.51 0.45 -0.93 0.086
H 1.72 1.97 -0.16 0.096
H 1.96 0.48 0.80 0.105
H -1.58 -0.34 1.16 0.177
H -2.04 1.41 -0.23 0.176
H 0.29 1.17 -2.17 0.089
H -1.33 1.99 -2.53 0.152
H -0.07 1.34 1.43 0.173
```

highest occupied orbital energy (spin up / spin down)	-0.357 / -0.484	hartree
Kohn-Sham gap (spin up / spin down)	6.93 / 5.99	eV
lowest unoccupied orbital energy (spin up / spin down)	-2.8 / -7.2	eV
charge	+1
2S+1	3


[2]
Entry from OMol25: a gas-phase ion, C5H14N (charge +1) in a non-equilibrium geometry (the ωB97M-V functional and the def2-TZVPD basis).

The geometry in XYZ format:
```
20
Properties=species:S:1:pos:R:3:lowdin_charge:R:1
C -1.61 -1.82 -1.63 -0.079
C -1.15 -0.93 -0.45 -0.246
C 0.37 -0.65 -0.44 -0.201
C 0.68 0.86 -0.41 -0.194
C 0.42 1.50 0.94 -0.154
N 1.45 1.16 1.96 0.210
H -2.45 -1.32 -2.11 0.073
H -1.93 -2.80 -1.32 0.071
H -0.86 -1.91 -2.41 0.070
H -1.45 -1.39 0.48 0.101
H -1.73 -0.02 -0.46 0.093
H 0.78 -0.99 -1.38 0.104
H 0.89 -1.17 0.37 0.107
H -0.03 1.31 -1.10 0.127
H 1.68 1.06 -0.80 0.123
H -0.59 1.21 1.25 0.138
H 0.34 2.57 0.86 0.127
H 1.22 0.34 2.52 0.176
H 2.36 1.00 1.53 0.175
H 1.63 1.96 2.58 0.178
```

highest occupied orbital energy	-0.544	hartree
Kohn-Sham gap	11.00	eV
lowest unoccupied orbital energy	-3.8	eV
charge	+1
SMILES	CCCCC[NH3+]


[3]
Entry from OMol25: 2 unconnected molecules or ions with the total composition C5H14N in a non-equilibrium geometry (the ωB97M-V functional and the def2-TZVPD basis).

The geometry in XYZ format:
```
20
Properties=species:S:1:pos:R:3:lowdin_charge:R:1
C -1.65 1.59 2.08 -0.101
C -0.68 -0.33 -0.45 0.173
C 0.48 -0.34 -1.32 -0.415
C 1.69 0.37 -0.66 -0.033
C 0.82 -1.83 -1.61 -0.024
N -0.43 0.80 1.80 0.052
H -2.54 1.25 1.58 0.084
H -1.83 1.47 3.15 0.099
H -0.78 -1.19 0.20 0.117
H -0.40 0.54 0.77 0.001
H 0.33 0.15 -2.27 0.145
H 1.50 1.42 -0.50 0.090
H 2.59 0.30 -1.26 0.097
H 1.89 -0.09 0.31 0.090
H -0.08 -2.38 -1.87 0.090
H 1.47 -1.86 -2.48 0.106
H 1.31 -2.29 -0.75 0.100
H -1.66 -0.08 -0.86 0.138
H -0.59 -0.12 2.22 0.106
H -1.44 2.64 1.91 0.086
```

highest occupied orbital energy	-0.558	hartree
Kohn-Sham gap	7.91	eV
lowest unoccupied orbital energy	-7.3	eV
charge	+1


[4]
Entry from OMol25: 2 unconnected molecules or ions with the total composition C5H14N in a non-equilibrium geometry (the ωB97M-V functional and the def2-TZVPD basis).

The geometry in XYZ format:
```
20
Properties=species:S:1:pos:R:3:lowdin_charge:R:1
C -1.55 -0.78 0.35 -0.175
C -0.37 -1.70 -0.04 -0.123
C 0.76 -0.90 -0.74 -0.199
C 1.54 0.16 0.11 -0.212
C 1.62 1.47 -0.68 -0.102
N -1.59 0.44 -0.35 0.346
H -1.24 -0.05 1.15 0.135
H -2.51 -1.29 0.50 0.148
H 0.01 -2.24 0.84 0.133
H -0.74 -2.49 -0.69 0.142
H 1.37 -1.67 -1.20 0.122
H 0.31 -0.32 -1.56 0.103
H 0.94 0.19 1.02 0.092
H 2.55 -0.20 0.31 0.114
H 2.26 1.37 -1.56 0.088
H 1.94 2.34 -0.10 0.082
H 0.62 1.77 -0.97 0.049
H -1.63 2.03 2.18 0.083
H -1.76 1.32 2.21 0.028
H -2.53 0.55 -0.78 0.144
```

highest occupied orbital energy	-0.566	hartree
Kohn-Sham gap	6.77	eV
lowest unoccupied orbital energy	-8.6	eV
charge	+1


[5]
Entry from OMol25: a gas-phase ion, C5H14N (charge +1) in a non-equilibrium geometry (the ωB97M-V functional and the def2-TZVPD basis).

The geometry in XYZ format:
```
20
Properties=species:S:1:pos:R:3:lowdin_charge:R:1
C 0.37 -0.90 -1.42 -0.057
C -0.60 -0.03 -0.58 -0.448
C -2.05 -0.19 -1.01 -0.060
C -0.41 -0.22 0.93 -0.168
C 1.01 -0.07 1.43 -0.117
N 1.57 1.26 0.92 0.191
H 1.40 -0.56 -1.35 0.066
H -0.04 -1.07 -2.41 0.093
H 0.38 -1.91 -0.99 0.092
H -0.30 0.99 -0.86 0.114
H -2.70 0.25 -0.23 0.086
H -2.27 0.36 -1.92 0.086
H -2.38 -1.22 -1.09 0.092
H -1.04 0.49 1.48 0.126
H -0.78 -1.22 1.18 0.142
H 1.72 -0.83 1.12 0.134
H 1.02 0.10 2.50 0.131
H 2.56 1.38 1.12 0.175
H 1.51 1.34 -0.11 0.145
H 1.03 2.04 1.29 0.175
```

highest occupied orbital energy	-0.561	hartree
Kohn-Sham gap	11.55	eV
lowest unoccupied orbital energy	-3.7	eV
charge	+1
SMILES	CC(C)CC[NH3+]


[6]
Entry from OMol25: 2 unconnected molecules or ions with the total composition C5H14N in a non-equilibrium geometry (the ωB97M-V functional and the def2-TZVPD basis).

The geometry in XYZ format:
```
20
Properties=species:S:1:pos:R:3:lowdin_charge:R:1
C 0.30 -2.47 -0.62 0.094
C 0.88 -1.12 -0.03 -0.307
C 0.53 0.04 -0.92 -0.059
C 0.43 -0.86 1.41 -0.021
H 0.44 -3.35 0.03 0.125
H -0.80 -2.34 -0.69 0.162
H 0.72 -2.73 -1.59 0.116
H 2.00 -1.31 -0.06 0.256
H 0.84 0.97 -0.44 0.075
H -0.54 0.06 -1.15 0.116
H 1.10 -0.01 -1.87 0.123
H 0.74 -1.64 2.10 0.112
H 0.92 0.06 1.79 0.127
H -0.67 -0.81 1.48 0.127
C -1.54 2.11 0.26 0.185
N -0.79 3.07 -0.15 0.230
H -1.03 1.22 0.62 0.075
H -2.61 2.24 0.40 0.144
H -1.04 4.05 -0.01 0.182
H 0.11 2.82 -0.55 0.138
```

highest occupied orbital energy (spin up / spin down)	-0.776 / -0.774	hartree
Kohn-Sham gap (spin up / spin down)	11.60 / 6.66	eV
lowest unoccupied orbital energy (spin up / spin down)	-9.5 / -14.4	eV
charge	+2
2S+1	2


[7]
Entry from OMol25: a molecular structure, C5H14N2 in a non-equilibrium geometry (the ωB97M-V functional and the def2-TZVPD basis).

The geometry in XYZ format:
```
21
Properties=species:S:1:pos:R:3:lowdin_charge:R:1
C 0.18 -0.62 4.11 -0.082
N -0.14 -0.57 0.78 0.076
C -0.86 2.27 -0.06 -0.122
C 0.11 1.38 -0.93 -0.193
C 0.25 -0.09 -0.45 -0.398
C 0.72 -1.24 -1.38 -0.202
N -0.04 -1.23 -2.70 -0.020
H -0.47 -0.65 3.16 0.010
H -0.42 -0.58 5.04 0.008
H 0.75 0.30 4.29 0.000
H 0.92 -1.42 3.99 0.009
H -0.32 2.47 0.92 0.089
H -1.26 3.09 -0.68 0.065
H -1.76 1.72 0.29 0.062
H 1.16 2.07 -1.03 0.175
H -0.23 1.22 -1.94 0.060
H -0.85 -0.66 -0.15 0.117
H 0.38 -2.19 -0.88 0.113
H 1.82 -1.28 -1.46 0.113
H -1.05 -1.11 -2.45 0.077
H 0.18 -0.54 -3.39 0.043
```

highest occupied orbital energy	-0.297	hartree
Kohn-Sham gap	8.62	eV
lowest unoccupied orbital energy	0.5	eV


[8]
Entry from OMol25: C5H14N2 in the gas phase in a non-equilibrium geometry (the ωB97M-V functional and the def2-TZVPD basis).

The geometry in XYZ format:
```
21
Properties=species:S:1:pos:R:3:lowdin_charge:R:1
C -0.88 -0.18 1.88 -0.118
N -0.39 1.23 1.61 -0.137
C -0.34 1.61 0.17 -0.185
C 0.75 0.71 -0.71 -0.213
N 0.76 -0.64 -1.24 -0.255
C -0.73 -0.93 -1.59 -0.086
C 1.17 -1.68 -0.31 -0.127
H -1.07 -0.53 0.94 -0.004
H -0.15 -0.61 2.65 0.108
H -1.95 -0.10 2.22 0.086
H -0.88 1.87 2.18 0.066
H -1.33 1.56 -0.26 0.076
H 0.12 2.60 0.04 0.098
H 1.70 0.89 -0.24 0.093
H 0.84 1.47 -1.61 0.130
H -1.39 -0.21 -1.07 0.039
H -1.15 -1.93 -1.36 0.083
H -0.74 -0.63 -2.71 0.105
H 0.78 -2.68 -0.66 0.091
H 2.20 -1.59 -0.05 0.067
H 0.61 -1.42 0.71 0.081
```

highest occupied orbital energy	-0.304	hartree
Kohn-Sham gap	9.27	eV
lowest unoccupied orbital energy	1.0	eV
SMILES	CNCCN(C)C


[9]
Entry from OMol25: C5H14N2 in the gas phase in a non-equilibrium geometry (the ωB97M-V functional and the def2-TZVPD basis).

The geometry in XYZ format:
```
21
Properties=species:S:1:pos:R:3:lowdin_charge:R:1
C -1.10 -1.24 2.09 -0.095
C -0.34 -0.16 1.30 -0.218
C -0.34 -0.33 -0.24 -0.337
C -0.99 0.91 -0.94 -0.260
N -0.47 1.34 -2.21 -0.002
N 0.99 -0.54 -0.79 -0.116
C 2.09 0.34 -0.43 -0.131
H -0.71 -1.36 3.09 0.066
H -2.16 -0.98 2.08 0.073
H -1.02 -2.20 1.59 0.061
H 0.70 0.01 1.59 0.094
H -0.78 0.77 1.61 0.088
H -0.90 -1.22 -0.49 0.126
H -0.95 1.75 -0.23 0.094
H -2.06 0.72 -0.98 0.114
H 0.48 1.00 -2.34 0.046
H -0.91 0.86 -2.99 0.068
H 1.31 -1.49 -0.82 0.103
H 2.78 -0.12 0.28 0.075
H 2.59 0.72 -1.30 0.066
H 1.78 1.22 0.14 0.084
```

highest occupied orbital energy	-0.316	hartree
Kohn-Sham gap	9.65	eV
lowest unoccupied orbital energy	1.1	eV
SMILES	CC[C@@H](CN)NC


[10]
Entry from OMol25: 2 unconnected molecules or ions with the total composition C5H14N2 in a non-equilibrium geometry (the ωB97M-V functional and the def2-TZVPD basis).

The geometry in XYZ format:
```
21
Properties=species:S:1:pos:R:3:lowdin_charge:R:1
N 0.17 -0.96 2.46 0.010
C 0.58 -1.31 1.16 -0.245
C 1.50 -0.63 0.47 -0.241
N 1.93 -0.96 -0.84 0.021
H 0.92 -0.50 2.95 0.068
H -0.06 -1.74 3.05 0.065
H 0.11 -2.19 0.74 0.109
H 1.97 0.20 0.98 0.110
H 2.12 -0.14 -1.39 0.059
H 1.22 -1.49 -1.32 0.065
C -1.82 0.10 -1.43 -0.128
C -1.53 1.23 -0.48 -0.323
C -0.54 2.24 -1.02 -0.128
H -2.39 0.39 -2.32 0.070
H -2.41 -0.66 -0.91 0.071
H -0.92 -0.40 -1.79 0.053
H -1.04 0.74 0.37 0.073
H -2.39 1.73 -0.03 0.102
H -0.19 2.99 -0.32 0.068
H 0.38 1.72 -1.35 0.052
H -0.91 2.75 -1.92 0.070
```

highest occupied orbital energy	-0.273	hartree
Kohn-Sham gap	8.55	eV
lowest unoccupied orbital energy	1.1	eV
SMILES	N/C=C/N.CCC


[11]
Entry from OMol25: C5H14N2 in the gas phase in a non-equilibrium geometry (the ωB97M-V functional and the def2-TZVPD basis).

The geometry in XYZ format:
```
21
Properties=species:S:1:pos:R:3:lowdin_charge:R:1
C 0.35 0.46 2.63 -0.107
C 0.69 -0.68 1.66 -0.223
C 0.40 -0.49 0.16 -0.421
N 1.49 0.31 -0.43 0.039
C -0.94 0.23 -0.07 -0.216
N -1.20 0.66 -1.46 -0.121
C -0.98 -0.44 -2.42 -0.136
H 0.70 1.39 2.13 0.074
H 0.85 0.31 3.57 0.066
H -0.70 0.71 2.71 0.064
H 0.04 -1.53 1.93 0.106
H 1.67 -1.15 1.76 0.104
H 0.39 -1.47 -0.33 0.121
H 2.36 -0.16 -0.20 0.070
H 1.47 0.34 -1.44 0.051
H -0.78 1.12 0.56 0.096
H -1.87 -0.18 0.34 0.121
H -0.57 1.46 -1.59 0.095
H 0.07 -0.66 -2.68 0.064
H -1.37 -0.06 -3.36 0.072
H -1.51 -1.28 -2.00 0.080
```

highest occupied orbital energy	-0.324	hartree
Kohn-Sham gap	9.86	eV
lowest unoccupied orbital energy	1.1	eV
SMILES	CC[C@H](N)CNC


Ordered DFT total energy results: -605.6557 -253.3992 -253.2680 -253.1816 -253.4107 -252.8211 -308.2241 -308.2912 -308.3784 -308.3816 -308.3795; unit hartree.
Ordered relative energy (zero: lowest compared OMol25 entry of this formula, charge and spin) results: 35.9 12.0 94.3 148.5 4.8 56.2 124.9 82.7 28.0 26.0 27.3; unit kcal/mol.